A cluster of 8 separate species, C35H56FN3O9 in total at a distorted geometry. Source: the Open Molecules 2025 dataset; level of theory: ωB97M-V/def2-TZVPD.

* LUMO: 0.0099 Eh
* highest occupied orbital energy: -7.68 eV
* 2S+1: 1
* relative energy (zero: lowest compared OMol25 entry of this formula, charge and spin): 2.948 eV
* F_max: 6.271 eV/A
* orbital gap: 7.946 eV

```
104
Properties=species:S:1:pos:R:3:forces:R:3:lowdin_charge:R:1
C -2.9686 1.2653 -1.3524 -0.5 -1.7 -0.3 -0.043
C -2.1856 -0.0902 -1.0997 -0.7 1.2 -0.3 -0.312
C -1.6724 -0.8305 -2.3725 0.3 1.1 -0.4 -0.033
N -2.0932 -0.4665 0.1354 2.4 0.1 -0.9 0.140
C -1.0331 -1.3956 0.3767 -0.4 -4.7 0.4 -0.175
C -1.0999 -2.8628 0.5103 0.7 3.5 -0.1 -0.092
C -2.3387 -3.7786 0.3979 0.3 -0.8 -0.1 -0.011
N 0.2341 -3.2337 0.7833 1.5 0.7 0.7 0.136
C 0.8084 -4.5913 1.0103 1.1 -6.0 1.4 -0.647
O 1.6386 -4.9649 0.1570 -0.7 2.0 -0.1 -0.016
O 0.4605 -5.3450 1.9923 -0.5 3.7 -1.8 -0.045
C 1.1305 -2.1835 0.8374 -4.6 -1.1 -0.8 -0.174
F 2.4447 -2.2309 1.0798 -2.7 0.4 0.0 0.163
N 0.3187 -1.0853 0.5855 2.7 0.9 0.5 0.079
C 1.0250 0.1915 0.6119 1.1 3.3 -0.2 -0.168
C 1.1158 0.9475 1.8825 0.8 0.4 -1.5 0.014
C 1.8486 2.2240 2.0052 0.2 -1.6 -2.5 -0.062
C 2.5082 2.7143 0.7704 -1.3 -2.2 0.1 -0.060
C 2.4146 1.9683 -0.5126 -0.6 -0.4 2.1 -0.060
C 1.6739 0.6903 -0.6157 0.2 1.4 2.3 0.002
H -2.5803 2.1105 -0.7288 -0.3 -1.0 -0.4 0.088
H -4.0778 1.0680 -1.1336 2.0 0.4 -0.2 0.070
H -2.9007 1.5424 -2.4384 -0.1 -0.2 1.0 0.073
H -1.3640 -0.0294 -3.1148 -0.3 -0.9 0.8 0.084
H -2.5274 -1.3740 -2.8802 0.9 0.4 0.8 0.101
H -0.7752 -1.4846 -2.2324 -1.1 0.3 0.1 0.078
H -3.1709 -3.3027 -0.2025 1.1 -0.1 0.8 0.088
H -2.7313 -4.0633 1.4205 0.5 0.4 -1.1 0.101
H -2.1256 -4.7751 -0.1212 0.0 1.5 0.8 0.067
H 0.6107 0.4843 2.7647 0.5 0.6 -0.8 0.104
H 1.9206 2.7884 2.9909 -0.2 -1.1 -1.7 0.080
H 3.0987 3.6606 0.8373 -0.6 -1.0 -0.3 0.097
H 2.9700 2.4157 -1.3818 -0.8 -0.8 0.9 0.099
H 1.6250 0.1119 -1.5756 0.1 0.7 1.1 0.113
C 0.4888 5.5748 4.2088 0.3 -0.1 -0.1 -0.020
C -0.3002 5.1631 2.9951 0.1 -0.3 -0.1 -0.483
O -0.0174 4.1626 2.3721 -0.3 0.4 0.1 0.063
C -1.4544 6.0427 2.5852 -0.1 -0.2 -0.3 -0.024
H 1.2832 4.8523 4.3831 -0.1 0.1 0.0 0.053
H 0.9370 6.5574 4.0449 -0.2 0.1 0.1 0.087
H -0.1624 5.5982 5.0850 0.0 0.2 0.0 0.087
H -1.0924 7.0456 2.3498 -0.1 0.1 0.2 0.084
H -2.1917 6.0878 3.3892 0.1 0.2 0.0 0.084
H -1.9297 5.6244 1.6971 0.1 0.0 0.1 0.079
C -1.5117 -8.8657 -0.3401 0.0 0.1 0.3 -0.017
C -2.2692 -7.6510 -0.8062 0.0 0.2 0.3 -0.489
O -2.6473 -6.8060 -0.0226 -0.1 -0.3 -0.3 0.046
C -2.5381 -7.5267 -2.2842 -0.1 0.3 0.0 -0.023
H -1.3909 -8.8221 0.7425 0.0 0.1 -0.1 0.087
H -2.0667 -9.7709 -0.5956 0.1 0.0 -0.2 0.083
H -0.5229 -8.8867 -0.8022 -0.1 -0.1 -0.1 0.090
H -3.1383 -8.3724 -2.6255 0.2 -0.1 -0.1 0.083
H -1.5945 -7.4893 -2.8319 0.0 -0.2 0.0 0.087
H -3.0905 -6.6057 -2.4751 0.0 -0.1 0.0 0.080
C 0.3175 2.1193 6.9696 0.0 0.4 -0.1 -0.014
C 1.2459 1.8671 5.8107 0.1 0.2 -0.2 -0.475
O 1.6262 2.7741 5.0978 -0.1 -0.3 0.4 0.036
C 1.6839 0.4460 5.5711 0.2 0.1 -0.3 -0.019
H 0.0859 3.1838 7.0225 0.0 -0.1 0.0 0.079
H -0.6123 1.5649 6.8284 0.1 -0.1 0.1 0.090
H 0.7972 1.8183 7.9027 -0.1 -0.2 0.0 0.088
H 0.8142 -0.1824 5.3686 0.0 -0.1 0.2 0.090
H 2.2238 0.0714 6.4427 -0.2 -0.1 0.0 0.090
H 2.3485 0.4130 4.7067 -0.1 0.0 0.1 0.078
C 6.3596 -2.7842 -2.5148 -0.1 0.2 -0.4 -0.032
C 4.9534 -2.3185 -2.2369 -0.2 0.2 -0.2 -0.496
O 4.3240 -1.6841 -3.0598 0.1 -0.1 0.2 0.054
C 4.3595 -2.6707 -0.8986 -0.1 0.1 -0.3 -0.023
H 6.6589 -2.4615 -3.5121 0.0 -0.1 0.1 0.082
H 7.0459 -2.3488 -1.7856 0.0 -0.2 0.1 0.083
H 6.4050 -3.8740 -2.4716 0.1 0.0 0.2 0.086
H 4.9580 -2.2295 -0.0985 0.1 -0.2 0.0 0.091
H 4.3164 -3.7557 -0.7837 0.0 0.0 0.2 0.095
H 3.3507 -2.2744 -0.8397 0.2 -0.1 -0.2 0.054
C 10.1935 -5.9210 -2.8745 -0.2 0.0 -0.3 -0.025
C 9.9254 -4.4419 -2.7631 -0.2 0.2 -0.3 -0.507
O 9.3256 -3.8430 -3.6293 0.1 -0.1 0.2 0.059
C 10.4332 -3.7374 -1.5309 -0.1 0.3 -0.1 -0.027
H 9.7730 -6.2949 -3.8085 0.0 0.1 0.1 0.083
H 11.2697 -6.1051 -2.8761 0.0 -0.1 0.2 0.084
H 9.7228 -6.4482 -2.0423 0.2 0.0 0.1 0.086
H 11.5199 -3.8252 -1.4733 0.0 -0.1 0.2 0.084
H 9.9731 -4.1685 -0.6395 0.2 -0.1 0.0 0.086
H 10.1698 -2.6805 -1.5848 0.0 -0.1 0.0 0.081
C -7.1045 1.9809 -3.4243 0.3 -0.3 0.0 -0.016
C -6.5895 2.5757 -2.1395 0.2 -0.1 0.3 -0.469
O -5.6171 2.1125 -1.5748 -0.8 0.4 -0.3 0.027
C -7.3257 3.7641 -1.5852 0.2 -0.1 0.1 -0.019
H -6.4794 1.1328 -3.7065 0.0 0.1 0.0 0.082
H -8.1293 1.6306 -3.2873 0.0 0.2 -0.1 0.086
H -7.0648 2.7262 -4.2209 -0.2 0.0 0.0 0.088
H -8.3604 3.4915 -1.3669 0.0 0.1 -0.2 0.092
H -7.2947 4.5873 -2.3008 -0.2 -0.2 0.1 0.054
H -6.8459 4.0866 -0.6601 0.0 0.0 -0.1 0.087
C -7.1527 8.3920 -0.9072 -0.3 -0.2 0.0 -0.020
C -6.4799 7.5149 -1.9307 -0.2 -0.2 -0.2 -0.487
O -7.0809 6.6188 -2.4862 0.1 0.5 0.1 0.041
C -5.0316 7.7943 -2.2371 0.0 -0.3 -0.2 -0.018
H -8.1900 8.0776 -0.7878 0.1 0.0 0.0 0.084
H -6.6449 8.2979 0.0546 0.1 0.2 0.0 0.087
H -7.1377 9.4314 -1.2407 0.1 0.0 0.2 0.087
H -4.4303 7.6738 -1.3338 0.0 0.2 0.0 0.086
H -4.9230 8.8073 -2.6292 0.1 0.0 0.2 0.087
H -4.6785 7.0881 -2.9893 0.0 0.1 0.1 0.084
```
Forces are in eV/Å.